(1)
{
  "formula": "C13H52O13",
  "method": "wB97M-V/def2-TZVPD",
  "lumo_ev": [-2.29, -9.03],
  "total_charge": 1,
  "s_squared": 0.7548,
  "multiplicity": 2,
  "e_tot_ha": -1504.02838,
  "homo_energy_ev": [-12.32, -12.32],
  "elements": ["C", "H", "O", "H", "O", "H", "H", "O", "H", "H", "H", "H", "H", "H", "H", "H", "O", "H", "H", "H", "H", "H", "H", "H", "H", "C", "H", "O", "H", "H", "H", "C", "O", "H", "H", "C", "H", "C", "H", "H", "C", "C", "H", "H", "H", "C", "H", "H", "H", "O", "C", "C", "O", "H", "H", "H", "H", "H", "O", "H", "H", "C", "H", "O", "H", "C", "O", "H", "H", "O", "O", "H", "H", "H", "H", "H", "C", "H"],
  "xyz": [[34.044, 19.903, 1.142], [27.041, 21.346, 1.428], [26.589, 20.801, 0.780], [30.714, 24.443, 2.446], [27.802, 22.070, 2.694], [33.064, 22.351, -3.016], [31.750, 21.680, 3.990], [34.709, 23.597, -2.656], [26.525, 21.668, -0.814], [33.037, 24.920, 0.118], [34.990, 23.263, -3.511], [31.301, 20.156, -0.838], [28.584, 17.751, -1.554], [27.616, 22.165, -3.289], [31.667, 25.839, 0.693], [33.881, 20.856, 0.638], [29.615, 23.464, -4.810], [29.594, 21.759, 0.434], [29.232, 25.961, 1.517], [31.135, 21.292, 1.137], [28.771, 24.517, -0.255], [33.339, 26.192, 1.264], [32.810, 18.837, -0.487], [30.480, 18.778, -2.170], [28.775, 23.153, -5.156], [31.245, 20.904, 4.566], [30.643, 22.229, -3.353], [30.894, 21.012, -0.994], [31.374, 22.392, -4.971], [28.181, 17.537, -3.187], [33.140, 19.640, 1.691], [32.623, 25.414, 0.997], [29.917, 18.551, -2.915], [35.404, 19.091, 0.055], [24.863, 20.182, 1.753], [27.705, 21.604, -2.359], [30.243, 25.869, -2.279], [30.437, 22.371, -4.414], [28.080, 25.333, 2.671], [34.755, 19.987, 1.963], [26.772, 22.638, 3.495], [33.570, 22.865, -2.199], [32.912, 23.466, -1.572], [28.563, 22.635, 2.844], [30.968, 22.738, 0.330], [29.040, 17.516, -2.516], [27.101, 22.694, 4.532], [28.267, 24.673, -1.908], [33.271, 23.960, 2.244], [29.841, 25.925, -1.409], [29.141, 25.525, 2.511], [25.171, 20.835, 0.936], [26.424, 21.870, -1.747], [29.508, 26.238, 3.250], [26.366, 23.587, 3.143], [24.621, 20.676, 0.008], [32.678, 16.586, -0.232], [31.483, 21.007, 5.624], [31.644, 19.641, 4.030], [31.503, 17.249, 0.750], [33.951, 22.060, -1.570], [31.791, 17.217, -0.301], [25.951, 21.923, 3.461], [31.968, 18.517, -0.819], [29.769, 23.858, -1.528], [29.144, 24.710, -1.261], [29.780, 24.265, 2.576], [29.600, 16.582, -2.567], [29.917, 21.502, -4.815], [34.455, 18.979, 0.144], [32.493, 24.507, 2.120], [28.549, 21.965, -1.772], [24.862, 21.823, 1.278], [27.850, 20.541, -2.553], [30.164, 20.902, 4.425], [30.997, 16.720, -0.856], [30.664, 21.695, 0.240], [31.368, 18.925, 4.607]],
  "lowdin_charge": [-0.133, 0.011, -0.133, 0.019, -0.139, 0.067, 0.071, -0.112, 0.064, 0.063, 0.076, 0.019, 0.084, 0.108, 0.072, 0.072, -0.122, 0.059, 0.066, 0.080, 0.072, 0.088, 0.029, 0.025, 0.066, -0.135, 0.047, -0.121, 0.083, 0.079, 0.070, -0.088, -0.106, 0.105, 0.094, 0.053, 0.087, -0.152, 0.072, 0.093, -0.114, -0.146, 0.058, 0.052, 0.058, -0.153, 0.097, 0.077, 0.091, -0.083, -0.132, -0.127, 0.233, 0.092, 0.084, 0.086, 0.093, 0.082, -0.142, 0.087, 0.063, -0.105, 0.076, -0.147, 0.058, -0.172, -0.141, 0.084, 0.083, -0.115, -0.141, 0.095, 0.083, 0.149, 0.070, 0.067, -0.132, 0.075]
}



(2)
{
  "formula": "C13H5BrN3O9Pt",
  "method": "wB97M-V/def2-TZVPD",
  "lumo_ev": [1.93, 1.68],
  "total_charge": -1,
  "s_squared": 2.0050,
  "multiplicity": 3,
  "e_tot_ha": -4033.07660,
  "homo_energy_ev": [-5.81, -5.84],
  "elements": ["O", "O", "N", "O", "O", "C", "C", "O", "C", "O", "H", "C", "O", "N", "C", "H", "Pt", "C", "C", "C", "O", "Br", "C", "H", "C", "N", "C", "H", "H", "O", "C", "C"],
  "xyz": [[0.480, -0.412, 3.820], [-1.988, -4.434, 4.131], [-2.056, -4.577, 2.924], [3.304, 1.476, -1.122], [0.061, -3.426, -2.081], [3.192, 2.563, -1.799], [1.524, 4.357, -2.470], [0.332, -0.861, -0.425], [-0.861, -2.802, -0.067], [1.160, 0.502, 1.935], [-0.020, 5.777, -2.937], [1.803, 3.197, -1.775], [4.063, 3.124, -2.438], [0.875, 2.567, -1.048], [-0.761, -2.507, 2.637], [-1.734, 4.583, -1.573], [1.645, 0.739, -0.060], [0.239, 4.871, -2.404], [-0.722, 4.218, -1.651], [-0.352, 3.060, -0.985], [-2.624, -5.513, 2.382], [-1.617, 2.133, 0.052], [-1.414, -3.587, 2.074], [-2.000, -4.585, 0.254], [-0.174, -1.666, 0.440], [-0.909, -2.947, -1.533], [-1.480, -3.747, 0.693], [-0.725, -2.383, 3.709], [2.319, 4.816, -3.039], [-1.924, -2.590, -2.098], [-0.145, -1.542, 1.853], [0.508, -0.402, 2.600]],
  "lowdin_charge": [0.039, 0.060, -0.367, -0.185, 0.099, -0.611, 0.008, -0.215, -0.083, -0.223, 0.110, -0.174, 0.057, -0.046, 0.065, 0.099, 1.289, -0.045, -0.103, -0.719, 0.042, 0.827, -0.150, 0.134, -0.306, -0.362, 0.067, 0.129, 0.121, 0.087, -0.045, -0.600]
}



(3)
{
  "formula": "C13H7AuClN2O12S2",
  "method": "wB97M-V/def2-TZVPD",
  "lumo_ev": [-0.66, -0.66],
  "total_charge": -1,
  "e_tot_ha": -2904.13072,
  "homo_energy_ev": [-7.28, -7.29],
  "elements": ["C", "O", "O", "H", "C", "N", "Cl", "H", "C", "O", "C", "S", "O", "C", "C", "C", "H", "C", "C", "O", "Au", "H", "O", "O", "H", "C", "N", "C", "H", "O", "S", "H", "O", "O", "O", "C", "O", "C"],
  "xyz": [[3.460, -0.802, -0.430], [3.562, 2.285, -4.336], [-1.438, -1.751, -1.769], [-1.649, 2.331, 3.271], [-1.903, -0.748, 1.893], [-1.173, -0.745, -2.380], [1.523, 1.212, 1.426], [0.712, -1.501, -0.677], [1.944, 0.990, -3.336], [-1.965, -0.070, -3.009], [0.620, 0.601, -3.348], [-0.400, 0.100, 4.151], [0.027, -2.312, 1.205], [2.411, -0.344, -1.409], [-1.521, 0.267, 2.779], [-2.730, -0.417, 0.827], [3.872, 0.868, -2.402], [0.234, -0.296, -2.373], [1.091, -0.789, -1.403], [0.217, 1.378, 4.342], [1.709, -0.994, 2.008], [-3.147, 2.890, 1.381], [3.082, -1.398, 0.687], [0.633, -0.935, 3.620], [-3.009, -1.207, 0.145], [-3.180, 0.879, 0.638], [2.410, 1.916, -4.385], [2.844, 0.539, -2.391], [-0.077, 0.967, -4.086], [-2.224, -3.145, 1.009], [-1.315, -2.449, 1.880], [-3.810, 1.110, -0.210], [-1.218, -2.910, 3.235], [4.632, -0.682, -0.693], [1.610, 2.249, -5.233], [-1.980, 1.564, 2.587], [-1.042, -0.523, 5.262], [-2.810, 1.873, 1.525]],
  "lowdin_charge": [-0.578, 0.087, 0.105, 0.111, -0.214, -0.341, 0.172, 0.098, -0.110, 0.074, 0.085, 0.506, -0.439, -0.131, -0.265, -0.064, 0.135, -0.099, 0.061, -0.326, 1.076, 0.103, -0.207, -0.504, 0.098, -0.063, -0.355, 0.080, 0.132, -0.299, 0.477, 0.106, -0.294, 0.103, 0.078, -0.075, -0.254, -0.070]
}



Which energy above the lowest of the compared OMol25 structures with the same formula, charge and spin belongs to each record? In order, 0.0, 0.0, 0.0 kJ/mol.